Record 1
92
Properties=species:S:1:pos:R:3:forces:R:3 method="wB97M-V/def2-TZVPD" energy_ha=-2366.89062 homo_energy_ha=-0.305 largest_force_ev_per_a=1.32 smiles="[H]/N=C(/N)NCCCC[C@]1(C)C[C@](NCCC)(B(O)OC)CS(=O)(=O)O1.CC#N.CC#N.CC#N.CC#N.CC#N.CC#N" e_lumo_ha=0.00528
C 4.1867 -0.7561 -0.6337 -0.202 -0.069 -0.712
C 3.5061 0.0344 -1.7664 0.369 -0.075 0.660
C 2.8995 1.3545 -1.2575 0.395 -0.170 -0.274
N 1.6842 1.7301 -1.9353 -0.042 -0.051 0.004
C 0.4560 0.9732 -1.6776 -0.139 -0.025 -0.335
B 0.1729 0.0502 -2.9665 0.542 -0.274 -0.052
O 0.4431 0.5025 -4.2381 -0.903 -0.121 0.089
O -0.3132 -1.2205 -2.8153 -0.335 0.389 0.089
C -1.1308 -1.7484 -3.8693 0.252 -0.584 0.265
C -0.7507 1.9698 -1.5828 0.107 -0.358 0.042
C -1.8626 1.6178 -0.5898 -0.925 0.704 -0.620
C -2.8151 2.8201 -0.5160 0.499 0.083 -0.024
C -2.7145 0.4064 -1.0269 0.053 0.206 1.001
C -3.4189 -0.2667 0.1762 -0.074 -0.616 -0.890
C -2.8471 -1.6743 0.4421 -0.595 -0.118 0.224
C -3.7682 -2.8070 -0.0451 0.303 -0.158 -0.224
N -3.2765 -3.4859 -1.2646 0.264 0.008 -0.137
C -2.3241 -4.5325 -1.0830 -0.311 -0.425 -0.058
N -2.5777 -5.7565 -1.3091 0.193 0.156 -0.140
N -1.0065 -4.1780 -0.6883 -0.094 0.429 -0.038
O -1.3901 1.4689 0.7884 0.468 -0.546 -0.138
S 0.1241 1.0619 1.0289 0.559 -0.060 0.534
O 0.8936 2.2723 1.0530 0.032 0.164 -0.276
O 0.1945 0.2369 2.1961 -0.472 -0.100 -0.004
C 0.4744 0.1010 -0.4143 -0.535 0.438 -0.089
H 4.9714 -1.3831 -1.0457 0.103 -0.066 0.089
H 4.6427 -0.0828 0.0870 0.006 -0.010 0.180
H 3.4740 -1.4269 -0.1554 -0.013 0.110 0.353
H 4.2710 0.2617 -2.5042 -0.175 -0.017 -0.343
H 2.7586 -0.6124 -2.2243 -0.107 0.109 -0.228
H 2.8248 1.3120 -0.1653 -0.268 0.010 0.071
H 3.6303 2.1364 -1.4613 -0.022 0.145 0.040
H 1.5404 2.7210 -2.0065 -0.027 0.109 0.302
H -0.0454 1.3023 -4.4555 0.441 0.362 -0.221
H -0.5451 -2.4469 -4.4622 0.034 0.086 -0.202
H -1.9359 -2.3037 -3.3955 -0.119 -0.020 0.107
H -1.5510 -0.9651 -4.4930 0.114 0.103 -0.106
H -1.2456 2.0402 -2.5535 -0.112 0.074 -0.056
H -0.4046 2.9800 -1.3621 0.235 -0.009 0.145
H -2.9717 3.2108 -1.5195 -0.193 -0.082 -0.105
H -3.7735 2.5431 -0.0858 -0.073 0.023 0.138
H -2.3484 3.6181 0.0582 -0.055 0.026 0.155
H -2.1375 -0.3474 -1.5481 0.088 -0.028 -0.224
H -3.4631 0.8100 -1.7045 0.048 -0.027 -0.251
H -4.4633 -0.4021 -0.0980 -0.160 0.147 0.122
H -3.4191 0.3596 1.0611 0.179 0.070 0.058
H -2.6646 -1.8481 1.4942 0.018 0.256 0.119
H -1.8969 -1.8331 -0.0559 0.176 0.214 0.024
H -3.9274 -3.5485 0.7425 0.055 -0.008 0.131
H -4.7478 -2.4127 -0.3040 -0.086 0.086 0.027
H -4.0549 -3.8648 -1.7832 -0.142 -0.015 0.032
H -3.5528 -5.8843 -1.5724 -0.080 0.010 0.092
H -0.6816 -3.4264 -1.2926 -0.011 0.036 0.038
H -1.0104 -3.7969 0.2544 0.065 -0.249 0.181
H 1.3623 -0.4981 -0.2515 0.251 0.176 0.092
H -0.3598 -0.5896 -0.4887 0.017 -0.186 0.144
C -3.5199 0.1714 -7.4176 0.010 0.008 -0.009
C -2.7998 1.2606 -6.7708 -0.047 -0.068 -0.044
N -2.2347 2.1195 -6.2641 0.130 0.052 0.191
H -4.5278 0.4947 -7.6685 -0.014 -0.008 -0.006
H -3.0010 -0.1227 -8.3272 -0.001 -0.014 -0.012
H -3.5748 -0.6830 -6.7461 -0.009 -0.019 -0.003
C -5.2614 1.8892 3.6120 0.003 0.011 -0.017
C -5.9322 1.6059 2.3494 -0.108 -0.071 -0.277
N -6.4519 1.3783 1.3498 0.128 0.058 0.210
H -5.2586 0.9974 4.2352 0.004 -0.004 0.018
H -4.2342 2.1960 3.4219 0.017 -0.002 0.002
H -5.7827 2.6883 4.1343 0.006 0.010 0.023
C -1.8124 -2.4266 4.8744 -0.021 0.013 0.018
C -1.6102 -3.0438 3.5720 0.115 0.026 0.094
N -1.4391 -3.5088 2.5393 0.037 -0.187 -0.054
H -2.7992 -2.6830 5.2547 -0.002 -0.005 0.022
H -1.0563 -2.7834 5.5703 0.006 0.005 0.018
H -1.7289 -1.3453 4.7806 0.027 0.009 -0.015
C 1.9176 5.3824 1.6074 -0.004 -0.005 -0.067
C 2.7522 6.2860 0.8250 -0.056 -0.048 0.059
N 3.4076 6.9958 0.2075 0.074 0.076 -0.072
H 2.4716 5.0230 2.4717 -0.006 -0.028 0.013
H 1.0267 5.9062 1.9480 -0.010 0.002 0.013
H 1.6195 4.5276 1.0034 -0.004 -0.043 0.055
C 6.8446 -0.5616 2.4949 -0.007 0.067 -0.081
C 7.0992 -1.0963 1.1635 0.096 -0.117 -0.223
N 7.2999 -1.5163 0.1133 0.055 0.073 0.225
H 5.8100 -0.7420 2.7785 -0.001 -0.035 0.026
H 7.4943 -1.0479 3.2170 -0.016 -0.041 0.018
H 7.0361 0.5105 2.4979 -0.006 0.011 0.005
C 7.7372 -0.2677 6.6491 -0.005 -0.019 -0.009
C 6.9431 -1.2976 5.9899 -0.125 -0.160 -0.031
N 6.3173 -2.1090 5.4706 0.105 0.150 0.078
H 8.7893 -0.5440 6.6282 0.016 0.008 0.010
H 7.6072 0.6837 6.1375 0.005 0.018 0.006
H 7.4162 -0.1629 7.6831 0.007 0.015 0.017



Record 2
84
Properties=species:S:1:pos:R:3:forces:R:3 method="wB97M-V/def2-TZVPD" energy_ha=-2650.11364 s_squared=0.758 spin_multiplicity=2 homo_energy_ha="-0.629 / -0.629" de_lowest_kcal_mol=10.1 largest_force_ev_per_a=1.20 total_charge=+3 e_lumo_ha="-0.39329 / -0.42505"
Ir -0.2315 -0.2302 -0.6346 -0.605 -0.254 -1.004
C 0.3649 0.6085 2.3448 0.020 -0.001 -0.059
O -0.2537 -0.2809 1.3638 0.284 0.401 0.776
Si -1.2876 -1.6569 1.6016 -0.439 -0.684 0.041
C -0.5319 -3.0333 2.5566 0.276 0.120 0.162
C -2.8718 -1.1331 2.3755 0.027 0.236 0.103
C -1.2600 -1.8690 -0.2840 0.106 0.382 -0.022
Si -2.9635 -2.2421 -1.1837 0.042 0.067 -0.046
C -3.5722 -3.8511 -0.5003 0.014 -0.071 0.123
C -4.1134 -0.8332 -0.6918 0.005 0.031 0.014
C -2.7515 -2.2757 -3.0266 0.058 -0.050 -0.102
Si 0.2477 -2.9002 -1.0455 0.127 -0.439 -0.127
C 0.5310 -2.1612 -2.7625 0.005 0.120 0.050
C 1.8084 -2.7155 -0.0164 0.035 0.015 0.027
C -0.2722 -4.6689 -1.1916 0.006 -0.034 0.012
H 0.8531 -0.0134 3.0923 -0.007 0.017 0.010
H -0.4062 1.2288 2.7969 -0.004 -0.015 -0.006
H 1.1068 1.2169 1.8355 0.008 -0.037 -0.027
H -0.5933 -2.8287 3.6296 -0.025 -0.020 -0.035
H 0.5097 -3.2459 2.3200 -0.040 -0.043 -0.037
H -1.1201 -3.9398 2.3780 -0.004 0.024 -0.015
H -2.7411 -1.1350 3.4617 -0.033 0.000 -0.016
H -3.6660 -1.8509 2.1556 0.023 -0.005 0.001
H -3.2218 -0.1414 2.0857 -0.019 -0.048 -0.025
H -3.5191 -3.9034 0.5903 -0.038 -0.008 -0.019
H -3.0390 -4.7086 -0.9067 -0.043 -0.019 0.012
H -4.6264 -3.9554 -0.7749 0.014 -0.005 0.005
H -4.8867 -1.1781 -0.0026 0.009 -0.044 -0.036
H -4.6313 -0.4560 -1.5789 0.024 0.032 0.046
H -3.6165 -0.0044 -0.1806 -0.041 0.005 -0.016
H -2.2213 -3.1617 -3.3794 -0.028 0.011 0.014
H -2.2270 -1.3901 -3.3910 -0.019 -0.005 -0.035
H -3.7362 -2.2941 -3.5030 -0.002 0.014 0.062
H 0.2647 -1.1071 -2.9572 -0.043 0.072 0.021
H -0.0339 -2.7308 -3.5010 0.031 0.031 -0.016
H 1.5978 -2.2452 -2.9843 -0.035 0.017 -0.046
H 1.8411 -1.8877 0.6951 -0.009 -0.003 -0.044
H 2.6638 -2.5891 -0.6858 -0.005 -0.032 0.013
H 1.9688 -3.6350 0.5519 0.025 0.008 -0.008
H -1.0551 -4.7980 -1.9385 0.029 -0.033 0.015
H -0.6027 -5.0988 -0.2453 0.029 0.001 -0.019
H 0.6111 -5.2234 -1.5258 -0.034 -0.017 0.018
O 1.6623 0.5063 -0.9208 0.339 -0.059 0.029
S 2.4958 0.7248 -2.2660 -0.315 0.023 0.144
C 4.1019 0.1648 -1.9269 0.226 -0.032 0.079
C 4.5699 -0.8594 -2.7499 -0.005 0.006 0.067
C 5.8696 -1.3103 -2.5729 -0.009 -0.036 -0.012
C 6.6657 -0.7437 -1.5885 0.005 0.021 0.044
C 6.1840 0.2819 -0.7723 0.047 -0.056 -0.009
C 4.8982 0.7513 -0.9388 -0.080 -0.042 -0.035
C 2.6376 2.4955 -2.3060 -0.145 0.057 0.009
C 2.2565 3.2792 -1.2222 0.083 0.025 0.065
C 2.3484 4.6625 -1.3368 -0.003 -0.068 0.027
C 2.8116 5.2338 -2.5142 0.027 -0.007 -0.030
C 3.2002 4.4315 -3.5816 0.037 0.032 -0.011
C 3.1117 3.0512 -3.4883 -0.065 -0.018 -0.052
H 3.9389 -1.2829 -3.5227 0.015 0.031 -0.013
H 6.2610 -2.0947 -3.2062 -0.005 0.007 0.006
H 7.6792 -1.0983 -1.4527 -0.003 0.019 -0.014
H 6.8255 0.7185 -0.0190 -0.005 -0.007 0.002
H 4.5188 1.5564 -0.3218 0.011 0.017 -0.039
H 1.9663 2.8213 -0.2837 -0.068 0.020 -0.060
H 2.0839 5.2916 -0.4966 -0.008 -0.018 -0.020
H 2.8863 6.3100 -2.5972 -0.002 -0.015 0.002
H 3.5777 4.8826 -4.4898 -0.018 -0.011 0.010
H 3.4099 2.4261 -4.3229 -0.012 0.006 0.018
C -2.0760 3.5022 -3.0733 -0.023 -0.096 -0.141
C -2.0225 2.0014 -3.3753 -0.076 0.237 0.317
C -3.2953 1.5389 -4.0704 0.006 0.016 0.005
C -0.7822 1.6436 -4.1831 -0.118 -0.054 -0.016
N -1.9886 1.2379 -2.0767 0.053 -0.693 -0.532
N -0.9921 1.5655 -1.1608 0.475 0.459 0.431
H -2.2576 4.0440 -4.0015 0.049 0.052 0.036
H -1.1321 3.8747 -2.6626 -0.013 0.035 0.005
H -2.8907 3.7435 -2.3874 0.009 -0.007 -0.024
H -3.3533 2.0127 -5.0493 -0.031 -0.004 0.003
H -4.1869 1.8329 -3.5109 0.034 -0.006 -0.003
H -3.3041 0.4594 -4.2188 0.012 -0.011 -0.009
H -0.8281 2.1495 -5.1473 0.040 0.014 0.012
H -0.7255 0.5692 -4.3723 -0.011 0.030 0.011
H 0.1406 1.9846 -3.7027 0.068 0.011 0.015
H -2.8863 1.0896 -1.6249 0.084 0.238 -0.025
H -1.2874 2.1313 -0.3578 -0.168 0.071 -0.150
H -0.2407 2.0851 -1.6413 -0.167 0.078 0.098